134
Properties=species:S:1:pos:R:3 method="wB97M-V/def2-TZVPD" e_above_lowest_kj_mol=0.0 e_tot_ha=-2621.6746 homo_ev=-8.66 fmax_ha_per_bohr=0.0576 mol_weight_g_mol=785.1
C -5.555 3.246 -0.761
C -4.082 3.455 -1.108
O -3.324 2.530 -1.149
C -3.662 4.898 -1.392
H -5.694 2.194 -0.524
H -6.181 3.552 -1.611
H -5.864 3.862 0.086
H -4.516 5.566 -1.351
H -3.171 4.980 -2.360
H -2.924 5.217 -0.650
C -3.608 3.538 -4.845
C -2.715 2.385 -4.441
O -1.510 2.445 -4.519
C -3.443 1.104 -4.059
H -3.031 4.267 -5.413
H -4.025 3.972 -3.939
H -4.453 3.168 -5.434
H -4.412 1.324 -3.615
H -2.835 0.521 -3.373
H -3.608 0.541 -4.988
C 4.717 2.236 1.387
C 4.067 2.954 2.568
O 4.265 4.096 2.780
C 3.189 2.101 3.460
H 3.957 2.117 0.610
H 5.087 1.244 1.683
H 5.512 2.865 0.988
H 2.580 1.392 2.894
H 2.577 2.781 4.046
H 3.806 1.496 4.131
C -2.515 -1.912 3.850
C -3.336 -3.013 3.174
O -3.616 -4.057 3.720
C -3.574 -2.803 1.718
H -1.911 -1.392 3.103
H -1.910 -2.365 4.635
H -3.187 -1.176 4.309
H -4.284 -1.990 1.532
H -3.916 -3.717 1.234
H -2.630 -2.461 1.271
C 6.373 -0.066 4.425
C 5.466 -1.080 3.729
O 4.272 -0.974 3.758
C 6.168 -2.238 3.023
H 7.326 -0.506 4.721
H 5.868 0.339 5.305
H 6.607 0.736 3.711
H 6.799 -2.771 3.737
H 6.837 -1.884 2.232
H 5.422 -2.894 2.577
C -1.938 -3.845 -2.298
C -3.462 -3.758 -2.406
O -4.188 -3.657 -1.463
C -4.068 -3.819 -3.797
H -1.650 -4.556 -1.517
H -1.580 -2.846 -2.024
H -1.484 -4.157 -3.238
H -5.143 -3.701 -3.691
H -3.840 -4.783 -4.264
H -3.642 -3.045 -4.445
C -0.609 3.013 0.994
C 0.522 3.459 0.071
O 1.674 3.289 0.412
C 0.185 4.071 -1.276
H -1.544 3.550 0.871
H -0.226 3.081 2.013
H -0.812 1.953 0.772
H -0.259 3.304 -1.922
H 1.068 4.486 -1.766
H -0.589 4.827 -1.120
C 0.581 0.113 -5.281
C -0.484 -0.972 -5.459
O -0.638 -1.851 -4.661
C -1.411 -0.853 -6.667
H 1.483 -0.159 -5.842
H 0.830 0.193 -4.222
H 0.213 1.050 -5.692
H -2.013 0.059 -6.541
H -2.085 -1.705 -6.714
H -0.859 -0.723 -7.603
C 2.615 -3.240 5.877
C 1.401 -2.364 5.684
O 0.825 -1.914 6.670
C 0.913 -1.980 4.329
H 2.277 -4.281 5.877
H 3.062 -3.009 6.840
H 3.311 -3.116 5.050
H 0.227 -1.150 4.440
H 0.390 -2.819 3.859
H 1.744 -1.702 3.684
C -3.925 1.243 1.966
C -4.590 2.469 2.492
O -4.056 3.543 2.406
C -5.948 2.287 3.141
H -4.635 0.496 1.606
H -3.395 0.766 2.803
H -3.209 1.502 1.196
H -5.818 2.300 4.228
H -6.433 1.353 2.869
H -6.589 3.134 2.893
C 3.550 -4.414 0.824
C 2.223 -4.776 1.458
O 2.207 -5.189 2.582
C 0.991 -4.615 0.599
H 4.349 -4.834 1.445
H 3.651 -3.323 0.788
H 3.655 -4.828 -0.181
H 0.906 -3.581 0.252
H 0.098 -4.920 1.134
H 1.062 -5.230 -0.305
C 2.637 2.279 -3.385
C 3.246 1.166 -2.608
O 2.565 0.221 -2.212
N 4.567 1.300 -2.390
C 5.369 0.396 -1.608
H 2.750 3.206 -2.821
H 1.593 2.045 -3.562
H 3.170 2.397 -4.330
H 5.035 2.078 -2.828
H 5.858 -0.362 -2.238
H 4.735 -0.112 -0.885
H 6.126 0.957 -1.060
C 2.130 -0.826 0.727
C 0.626 -0.775 0.455
O -0.154 -1.150 1.339
N 0.253 -0.293 -0.742
C -1.069 0.023 -1.265
H 2.276 -1.320 1.682
H 2.521 0.197 0.814
H 2.671 -1.313 -0.084
H 1.009 -0.090 -1.386
H -1.286 -0.608 -2.139
H -1.093 1.077 -1.572
H -1.828 -0.142 -0.501